Entry 1:
Here is a structure of composition H24O12Xe from OMol25. Energies are from ωB97M-V/def2-TZVPD.

Structure (XYZ):
```
37
H24O12Xe | OMol25 | ωB97M-V/def2-TZVPD
H 2.126 -1.937 0.085
H 1.523 2.654 2.366
Xe -0.479 0.067 0.557
H 1.414 -3.183 2.409
O 2.461 1.170 -1.755
H 3.174 -0.177 1.095
H -1.563 -0.770 -3.214
H -0.438 -3.804 -1.497
H 0.136 -4.539 2.781
O -0.081 2.238 -2.187
O 2.018 -1.776 -0.852
H 3.689 1.081 1.762
H 1.674 1.715 -1.751
H -0.345 -3.468 1.824
O -4.241 1.651 -0.388
H 0.461 -2.600 -1.311
O 3.172 0.293 1.929
H 1.220 4.117 2.608
H 2.149 0.296 -1.517
O 1.611 -2.368 1.947
O 1.533 3.510 1.938
H 2.871 -1.987 -1.232
O -0.445 -2.847 -1.497
H -0.482 1.440 -2.531
O -0.640 -4.033 2.538
H -4.580 1.871 0.480
H -2.015 0.628 -3.577
O 0.185 4.475 -0.409
H 1.242 -1.682 2.503
H 0.776 4.414 -1.159
H -4.033 -1.008 1.880
H 0.578 3.908 0.254
H -4.116 -1.959 0.705
H -0.796 2.873 -2.157
H -4.092 0.706 -0.354
O -1.253 0.133 -3.279
O -4.412 -1.100 1.006
```

Highest occupied orbital energy = -10.370 eV
Frontier orbital gap = 10.19 eV
ΔE to the lowest compared entry with this formula, charge and spin = 21.9 kcal/mol
LUMO level = -0.18 eV


Entry 2:
Here is a cluster of 12 separate species, H25O12 in total at a distorted geometry from OMol25. Energies are from ωB97M-V/def2-TZVPD.

Structure (XYZ):
```
37
H25O12 | OMol25 | ωB97M-V/def2-TZVPD
O 0.083 0.400 -0.885
H -1.055 0.497 -3.899
H -2.264 0.748 1.159
O 3.134 -0.775 0.849
H 0.131 -3.145 0.737
H -0.317 1.108 2.486
O -1.392 -1.036 1.678
H 1.731 1.065 3.436
H 2.986 0.096 -0.163
H -0.249 -2.615 -3.656
H -2.826 2.112 1.554
H -4.751 -0.323 0.290
H 0.933 -2.666 -0.309
H 2.573 -0.545 -1.576
O 2.660 0.352 -1.208
O -3.978 0.154 0.001
H -4.116 0.794 -0.688
H 3.565 -0.383 1.609
O -0.245 0.233 -3.466
H 1.082 -3.174 -3.369
H -1.383 2.352 -1.230
H 2.204 -0.037 4.417
O -0.822 2.912 -1.774
O -2.013 1.600 1.549
H 0.395 0.880 -3.785
O 0.806 -2.459 0.632
H 0.096 2.371 1.939
H -0.254 0.048 -1.725
H 1.650 0.455 -0.989
H 2.363 -1.276 1.074
H -2.012 -1.706 1.991
H -1.102 3.801 -1.671
O 0.596 -2.344 -3.289
H -0.646 -1.249 2.258
O 1.949 0.129 3.518
H 0.060 -0.100 -0.067
O 0.429 1.723 2.573
```

Highest occupied orbital energy = -13.781 eV
Total charge = +1
Frontier orbital gap = 10.96 eV
ΔE to the lowest compared entry with this formula, charge and spin = 31.6 kcal/mol
LUMO level = -2.82 eV


Entry 3:
Here is a structure of composition H25O12 at a distorted geometry from OMol25. Energies are from ωB97M-V/def2-TZVPD.

Structure (XYZ):
```
37
H25O12 | OMol25 | ωB97M-V/def2-TZVPD
H -0.711 1.536 -3.193
O 2.143 0.271 -2.671
H -0.492 0.836 2.909
H 1.044 1.240 -1.685
H -2.546 0.928 1.434
H -0.167 -0.247 1.735
H -4.271 -1.290 -0.287
O 2.174 0.411 0.909
H 2.191 -4.216 -0.828
H -1.148 2.421 -4.236
H 2.746 0.232 -3.536
H 4.884 0.471 -0.843
O 0.193 1.329 -1.099
H 1.230 -4.697 0.336
O -0.889 2.512 -3.246
O 1.558 -3.980 -0.172
O 0.207 2.510 0.967
H -3.539 -1.823 1.289
O 0.182 0.457 2.422
H 0.334 1.987 -0.098
H 0.800 3.293 0.976
H 1.590 -0.430 -3.010
H -1.598 -1.306 0.701
O 4.723 -0.436 -0.981
H 0.123 0.379 -1.040
H 3.866 -0.455 -1.326
H 1.844 0.741 1.742
H -3.902 -1.067 -1.650
O -0.745 -0.955 0.351
H 3.111 0.268 1.191
O -3.621 -1.911 2.234
H -0.335 -1.436 -0.354
O -3.409 -1.305 -0.830
O -2.472 1.112 2.461
H -2.829 -1.327 2.458
H -2.818 1.982 2.474
H 0.419 1.787 1.689
```

Highest occupied orbital energy = -14.140 eV
Total charge = +1
Frontier orbital gap = 10.75 eV
ΔE to the lowest compared entry with this formula, charge and spin = 77.3 kcal/mol
LUMO level = -3.39 eV


Entry 4:
Here is a cluster of 13 separate species, H25O13 in total at a distorted geometry from OMol25. Energies are from ωB97M-V/def2-TZVPD.

Structure (XYZ):
```
38
H25O13 | OMol25 | ωB97M-V/def2-TZVPD
H 2.902 2.859 1.466
H -0.598 1.450 0.382
H 2.406 -0.301 1.400
H -1.422 -3.106 1.148
H 1.380 0.147 -3.672
H 0.843 2.446 -1.580
H -0.214 -2.244 0.790
H -1.089 -1.752 2.765
H -2.284 -1.822 -3.452
H 2.983 -1.068 -0.824
O -2.509 -1.576 1.264
H 1.515 0.688 0.835
O 2.076 3.197 1.127
O -0.311 0.564 0.599
O 2.459 0.614 1.100
O -1.971 -0.940 -3.228
O 2.071 0.762 -3.944
O -0.767 -2.058 3.620
O 0.525 -1.273 -1.435
H 2.306 1.089 -3.052
H -2.028 -0.980 -2.267
H -2.554 2.738 2.734
O -0.454 -3.125 1.084
O -2.849 0.975 -0.500
O 1.065 1.520 -1.496
H 0.843 -0.459 -1.838
H -2.049 -0.772 0.964
H 0.562 1.011 -0.798
H -2.105 0.777 -1.079
H -1.659 2.140 1.731
O 3.629 -1.720 -0.507
H 3.378 -2.394 -1.156
H -3.217 -1.141 1.756
H 0.224 -0.818 -0.609
H 1.444 2.488 1.227
H 0.049 -2.529 3.443
O -2.095 2.974 1.920
H -2.484 1.641 0.084
```

Highest occupied orbital energy = -7.083 eV
Total charge = -1
Frontier orbital gap = 9.75 eV
ΔE to the lowest compared entry with this formula, charge and spin = 48.7 kcal/mol
LUMO level = 2.66 eV


Entry 5:
Here is a structure of composition H26HeO13 at a distorted geometry from OMol25. Energies are from ωB97M-V/def2-TZVPD.

Structure (XYZ):
```
40
H26HeO13 | OMol25 | ωB97M-V/def2-TZVPD
H -1.421 -3.909 -1.785
He -0.168 0.288 -0.137
H -2.083 2.320 2.169
H -0.925 -0.593 -2.455
O -0.965 -2.246 0.676
O 0.930 -1.441 -2.639
H 2.089 -0.805 3.117
H 0.090 3.376 -2.236
H -0.512 -3.300 -0.739
O 2.836 0.923 -1.673
O -0.620 3.988 -2.039
H -0.995 -1.031 3.336
H 3.661 0.633 -1.284
H 1.801 0.458 2.334
O -1.878 -0.585 -2.543
O 2.050 2.934 0.507
H 1.383 3.615 0.412
O -0.503 -3.854 -1.519
H -2.980 -0.540 -1.234
H -3.811 -1.359 -0.270
H -1.076 -1.543 1.317
H -1.858 -2.492 0.434
H -0.496 4.707 -2.658
H -2.034 -0.243 -3.423
H 1.867 2.319 -0.203
H 0.729 -1.621 -3.558
H 1.050 2.589 2.608
H 0.090 1.681 3.345
H -2.109 1.011 1.409
H 0.671 -2.238 -2.176
O -1.275 -0.399 2.674
O 1.962 -0.479 2.226
H 2.293 0.135 -1.702
H 2.980 -2.514 -0.173
O -2.351 1.934 1.335
O 3.466 -1.728 0.077
H 2.935 -1.326 0.764
H -2.174 -0.179 2.918
O 1.001 1.974 3.340
O -3.647 -0.460 -0.552
```

Highest occupied orbital energy = -10.878 eV
Frontier orbital gap = 10.70 eV
ΔE to the lowest compared entry with this formula, charge and spin = 33.2 kcal/mol
LUMO level = -0.18 eV


Entry 6:
Here is a structure of composition H26HeO13 at a distorted geometry from OMol25. Energies are from ωB97M-V/def2-TZVPD.

Structure (XYZ):
```
40
H26HeO13 | OMol25 | ωB97M-V/def2-TZVPD
O 6.431 -0.069 -19.018
H 7.246 0.389 -19.220
H 9.595 3.259 -16.560
H 6.649 -2.118 -18.134
H 7.859 1.682 -14.258
O 9.988 2.424 -16.814
O 12.069 -1.643 -16.505
H 5.051 2.213 -16.978
O 5.288 1.311 -16.765
H 11.816 0.870 -17.779
H 4.048 -1.756 -15.546
H 13.328 0.934 -17.735
O 6.462 -2.654 -17.364
H 12.272 -0.787 -16.882
H 6.109 -0.372 -19.867
H 10.894 1.869 -13.943
H 11.093 0.074 -20.101
O 8.525 1.783 -19.330
O 10.659 -0.236 -19.306
O 8.527 -4.186 -16.497
H 8.276 -5.099 -16.638
H 12.919 -2.073 -16.414
H 7.297 -3.073 -17.154
O 10.457 -3.195 -18.444
H 11.065 -2.525 -18.131
H 9.227 1.206 -19.632
H 10.220 2.007 -15.984
H 5.695 0.974 -17.563
O 6.994 1.751 -13.854
H 10.213 -1.039 -19.573
H 9.767 -3.221 -17.781
H 8.485 -4.069 -15.548
O 4.489 -2.601 -15.466
H 8.767 2.006 -18.432
O 10.011 1.647 -14.241
H 6.403 1.330 -14.478
H 9.898 0.730 -13.991
H 5.291 -2.503 -15.978
He 8.489 -0.860 -17.281
O 12.555 0.894 -17.171
```

Highest occupied orbital energy = -10.073 eV
Frontier orbital gap = 9.99 eV
ΔE to the lowest compared entry with this formula, charge and spin = 24.2 kcal/mol
LUMO level = -0.08 eV


Entry 7:
Here is a structure of composition H26MnO14P at a distorted geometry from OMol25. Energies are from ωB97M-V/def2-TZVPD.

Structure (XYZ):
```
42
H26MnO14P | OMol25 | ωB97M-V/def2-TZVPD
H 0.009 -0.956 2.446
H -3.413 0.005 1.022
O -2.541 -1.388 -2.831
H 2.381 -1.071 -2.160
O 1.447 -2.709 0.968
H -1.678 -2.054 -1.761
O -0.949 2.196 3.314
H -0.436 0.404 -2.544
H -1.426 1.748 4.017
O 1.761 3.075 -0.235
H 0.379 -0.446 -3.548
H 1.161 -0.227 3.104
H -1.012 1.807 2.439
P -0.213 0.201 0.147
H 3.446 0.930 1.751
H -2.404 -1.353 -3.777
O -0.585 -1.121 0.856
H 3.473 0.135 -1.940
H -0.916 -2.064 -0.358
H -3.492 -1.391 -2.725
O -3.024 -0.764 1.445
O 0.049 0.438 -3.372
H 2.350 3.315 -0.954
O -1.125 -2.555 -1.156
O -0.985 1.296 0.878
O 2.884 -0.520 -1.557
H -2.081 -0.900 1.322
H 0.641 -2.197 0.902
Mn -2.046 2.135 -0.601
O 1.342 0.572 -0.016
H -0.362 -2.628 -1.734
H 1.925 -2.312 1.696
H 2.120 0.322 1.347
O 0.306 -0.616 3.289
H 1.895 2.126 -0.184
H 0.865 3.308 -0.489
O 2.741 0.368 2.074
O -0.977 0.392 -1.202
H -3.465 -1.576 1.183
H 0.850 0.953 -3.258
H -1.139 3.135 3.254
H 2.245 -0.012 -1.052
```

Highest occupied orbital energy (alpha / beta) = -30.938 / -29.246 eV
Total charge = +6
Frontier orbital gap (alpha / beta) = 8.56 / 4.50 eV
LUMO level (alpha / beta) = -22.38 / -24.75 eV
2S+1 = 7


Entry 8:
Here is a cluster of 13 separate species, H26O13 in total at a distorted geometry from OMol25. Energies are from ωB97M-V/def2-TZVPD.

Structure (XYZ):
```
39
H26O13 | OMol25 | ωB97M-V/def2-TZVPD
H -0.423 0.996 2.620
H 0.369 -3.226 -0.537
H 3.165 1.529 -0.627
O 2.558 -0.471 2.992
H -0.744 0.556 0.229
O 0.956 -3.089 0.295
H -0.790 -2.260 3.932
H -1.580 -0.952 2.087
H 0.113 -1.263 -2.671
H 2.666 0.122 -3.587
H 4.235 -0.633 -0.535
O 2.949 2.190 -1.279
H -2.661 -1.366 -1.817
O -0.176 1.347 0.109
H 2.603 1.744 -2.030
H -2.088 2.009 0.568
H 1.766 -0.859 2.493
H 1.032 0.305 -3.450
O 1.786 0.074 -2.977
H 2.972 -0.404 -1.391
H 2.158 0.277 3.450
H -2.346 0.141 1.451
H -0.440 2.252 3.195
H 1.359 -3.928 0.121
O 3.991 -0.201 -1.371
O -1.290 2.067 -2.402
H -3.842 -0.957 -0.891
O -2.979 2.239 0.410
H -3.088 1.854 -0.468
O -1.948 -0.640 1.177
O -3.429 -0.958 -1.772
O -0.433 -2.020 -2.241
H -1.991 1.385 -2.162
H -1.781 2.934 -2.494
H -0.979 -0.783 4.209
O -0.514 1.314 3.478
H 0.286 1.401 -0.703
O -1.390 -1.628 3.805
H -0.621 -2.671 -2.799
```

Highest occupied orbital energy (alpha / beta) = 0.000 / -7.507 eV
Total charge = -1
Frontier orbital gap (alpha / beta) = 2.38 / 9.82 eV
ΔE to the lowest compared entry with this formula, charge and spin = 69.7 kcal/mol
LUMO level (alpha / beta) = 2.38 / 2.31 eV
2S+1 = 2


Entry 9:
Here is a cluster of 13 separate species, H26O13 in total at a distorted geometry from OMol25. Energies are from ωB97M-V/def2-TZVPD.

Structure (XYZ):
```
39
H26O13 | OMol25 | ωB97M-V/def2-TZVPD
H -1.328 0.053 2.108
O 0.308 2.526 -1.173
H 3.536 -1.224 -0.239
O -1.576 2.280 1.145
H 0.906 1.918 -1.571
H 1.532 -2.308 0.478
H 0.002 -1.876 -1.193
H -0.466 -3.305 -1.621
H -0.230 -0.459 -0.438
H 1.602 2.704 1.316
O 1.819 -2.984 1.103
H 3.067 0.939 0.845
H 0.539 -0.007 0.767
H 0.870 1.340 3.107
H -1.695 -1.368 2.411
H 2.310 3.630 2.265
H 2.351 -0.986 -1.005
O -2.017 -0.596 1.930
H -2.493 0.441 -0.603
H -2.038 -0.477 -2.775
H -0.201 2.699 -1.929
O -0.516 -2.389 -1.803
H -0.833 2.119 0.571
H -2.966 -0.988 -3.982
H 2.505 1.232 -0.457
H -3.009 -2.904 -0.452
O 2.478 1.516 0.462
H -2.088 1.365 -1.732
O 0.601 -0.598 0.043
O -2.060 -0.775 -3.641
H -2.487 -2.072 -1.552
O -3.300 -2.264 -1.096
O 0.211 0.640 2.933
O 3.221 -1.347 -1.103
H 2.713 -3.239 0.863
O 1.444 3.249 2.083
O -1.828 0.527 -1.318
H 0.280 0.002 3.630
H -1.165 2.984 1.625
```

Highest occupied orbital energy = -10.609 eV
Frontier orbital gap = 10.35 eV
ΔE to the lowest compared entry with this formula, charge and spin = 57.1 kcal/mol
LUMO level = -0.26 eV


Entry 10:
Here is a cluster of 13 separate species, H26O13 in total at a distorted geometry from OMol25. Energies are from ωB97M-V/def2-TZVPD.

Structure (XYZ):
```
39
H26O13 | OMol25 | ωB97M-V/def2-TZVPD
O 0.649 3.729 -0.356
O -0.184 -0.223 -0.467
H 1.908 -3.547 2.381
H -3.494 1.260 -0.435
H 1.196 -2.894 0.292
O -1.884 -2.571 2.240
H -2.494 -1.983 1.746
H 3.646 -0.977 -0.786
H 0.090 -1.005 0.103
O 2.636 1.870 -0.400
H 0.061 4.319 -0.831
H -0.293 0.536 0.067
O 2.842 -1.045 -0.283
H 1.826 2.389 -0.652
H -1.062 -2.437 1.788
H -3.161 -0.060 0.241
H 0.943 0.076 2.520
O -3.060 0.896 0.343
H 3.396 2.444 -0.289
H -0.099 -3.216 -0.348
H -1.674 1.838 0.627
H -1.411 -0.964 -1.508
O 2.320 -2.650 2.493
O 0.501 -0.698 2.846
H -0.786 1.927 1.879
O 0.236 -2.664 0.336
H 2.683 -0.107 -0.092
H 1.601 -1.995 2.311
O 1.550 -0.089 -2.765
H 0.117 3.190 0.286
H 1.141 -0.369 -2.010
H -1.854 1.943 -1.676
O -0.741 1.952 0.904
H 1.028 -0.453 -3.501
O -2.034 -1.534 -1.993
H -2.388 -0.964 -2.689
O -1.641 1.818 -2.589
H -0.294 -0.413 3.250
H -1.798 2.685 -2.988
```

Highest occupied orbital energy = -10.030 eV
Frontier orbital gap = 9.57 eV
ΔE to the lowest compared entry with this formula, charge and spin = 47.3 kcal/mol
LUMO level = -0.46 eV


Entry 11:
Here is a cluster of 13 separate species, H26O13 in total at a distorted geometry from OMol25. Energies are from ωB97M-V/def2-TZVPD.

Structure (XYZ):
```
39
H26O13 | OMol25 | ωB97M-V/def2-TZVPD
H 2.515 2.283 0.465
H 0.070 -3.191 -0.539
H -2.612 3.785 0.685
H 1.420 -1.741 -1.575
H -0.154 -0.131 -0.726
H -2.526 -1.997 0.442
O -0.136 -2.259 -0.584
H -1.799 2.485 1.113
H 1.539 0.807 2.791
H 1.999 2.126 3.530
O 2.201 -1.225 -1.510
H 1.882 -0.958 1.580
O -1.502 -0.488 -2.180
O 1.388 1.414 3.554
H 2.843 -1.886 -1.703
O 2.530 -0.394 1.188
O -1.163 -0.533 4.315
H -2.296 -0.793 -2.599
H -1.033 2.047 -4.183
H -1.004 -2.148 -1.049
H -0.007 -1.846 2.883
O 1.097 0.180 -3.539
H -1.778 -0.077 -1.349
O 0.222 -1.571 2.031
H -3.594 -1.227 -0.354
H 1.209 1.972 -0.008
O -0.238 0.631 -0.097
H 1.396 -0.070 -4.436
H -0.233 0.211 0.752
O -2.863 -1.116 0.216
H -0.224 -2.183 1.463
H 1.655 -0.302 -2.902
H 2.425 -0.619 0.266
O -2.111 3.032 0.373
H -1.160 0.124 4.994
H -0.869 -0.019 3.517
O 1.984 2.444 -0.302
O -0.709 2.050 -3.311
H -0.359 1.189 -3.204
```

Highest occupied orbital energy = -9.542 eV
Frontier orbital gap = 8.92 eV
ΔE to the lowest compared entry with this formula, charge and spin = 63.3 kcal/mol
LUMO level = -0.62 eV


Entry 12:
Here is a cluster of 13 separate species, H26O13 in total at a distorted geometry from OMol25. Energies are from ωB97M-V/def2-TZVPD.

Structure (XYZ):
```
39
H26O13 | OMol25 | ωB97M-V/def2-TZVPD
H -10.449 -16.372 -24.165
H -9.910 -16.209 -26.250
O -12.787 -17.581 -26.891
H -14.149 -13.791 -23.742
H -13.744 -17.697 -26.781
H -12.650 -17.100 -23.647
H -13.599 -13.209 -25.597
H -14.650 -17.053 -22.301
O -15.222 -14.523 -26.214
O -9.800 -16.953 -25.662
O -15.376 -16.951 -21.725
O -13.406 -12.600 -24.896
H -9.970 -16.659 -22.679
H -11.679 -14.884 -26.000
O -12.948 -17.760 -23.027
H -12.313 -17.552 -22.375
H -12.316 -18.389 -26.901
H -15.889 -17.728 -21.870
O -11.392 -14.504 -26.856
H -11.659 -14.978 -22.397
H -15.377 -14.666 -23.377
H -12.788 -16.365 -25.670
O -16.753 -15.688 -24.162
H -15.751 -14.710 -25.465
H -15.782 -13.802 -26.553
O -12.777 -15.818 -24.895
H -10.955 -14.262 -21.316
O -14.511 -14.402 -23.065
H -17.459 -15.562 -24.779
H -16.414 -16.580 -24.255
H -12.174 -13.982 -27.100
H -11.530 -15.836 -28.301
H -13.855 -11.906 -25.303
O -10.463 -16.055 -23.284
H -13.682 -15.697 -24.723
H -10.858 -16.964 -29.006
O -11.751 -14.235 -21.825
O -10.956 -16.040 -29.052
H -8.946 -16.834 -25.313
```

Highest occupied orbital energy = -9.940 eV
Frontier orbital gap = 9.52 eV
ΔE to the lowest compared entry with this formula, charge and spin = 64.1 kcal/mol
LUMO level = -0.42 eV


| no. | E_tot (eV) |
| --- | --- |
| 1 | -33922.3105 |
| 2 | -24969.6592 |
| 3 | -24967.6797 |
| 4 | -27025.2644 |
| 5 | -27119.2322 |
| 6 | -27119.6213 |
| 7 | -69604.7297 |
| 8 | -27037.8705 |
| 9 | -27039.4716 |
| 10 | -27039.8946 |
| 11 | -27039.2004 |
| 12 | -27039.1692 |